Density functional theory data (ωB97M-V with the def2-TZVPD basis set) for a structure of composition C33H37N5O3S3W.

Output
**<S²>**: 0.76
**Strongest force on any atom**: 0.3 eV/A
**Charge**: +3
**LUMO (spin up / spin down)**: -10.37 / -10.26 eV
**HOMO energy (spin up / spin down)**: -15.272 / -15.277 eV
**Multiplicity**: 2
**Kohn-Sham gap (spin up / spin down)**: 4.9 / 5.0 eV
**E_tot**: -82723.4365 eV

Atoms and positions in Å:
1 W -0.68 -0.29 -1.48
2 C 4.09 -1.75 3.56
3 C 4.30 -1.99 2.06
4 C 4.85 -3.41 1.85
5 C 5.30 -0.95 1.51
6 C 3.02 -1.80 1.27
7 C 2.93 -2.22 -0.06
8 C 1.81 -1.95 -0.80
9 N 0.74 -1.31 -0.27
10 C 0.78 -0.93 1.03
11 C 1.90 -1.15 1.81
12 C -0.45 -0.29 1.51
13 C -0.75 -0.10 2.84
14 C -1.97 0.47 3.23
15 C -2.86 0.80 2.21
16 C -2.52 0.57 0.89
17 N -1.34 0.04 0.53
18 C -2.27 0.68 4.70
19 C -1.16 1.56 5.31
20 C -3.62 1.36 4.91
21 C -2.28 -0.69 5.39
22 H 5.02 -1.95 4.08
23 H 3.33 -2.41 3.98
24 H 3.83 -0.71 3.78
25 H 5.72 -3.55 2.48
26 H 5.18 -3.58 0.82
27 H 4.12 -4.17 2.11
28 H 6.24 -1.05 2.03
29 H 4.93 0.07 1.65
30 H 5.48 -1.10 0.44
31 H 3.75 -2.74 -0.54
32 H 1.74 -2.23 -1.84
33 H 1.91 -0.81 2.83
34 H -0.04 -0.41 3.59
35 H -3.82 1.24 2.42
36 H -3.21 0.81 0.09
37 H -1.09 2.53 4.81
38 H -0.19 1.08 5.27
39 H -1.39 1.74 6.36
40 H -3.67 2.35 4.45
41 H -3.79 1.50 5.98
42 H -4.45 0.76 4.54
43 H -1.32 -1.21 5.30
44 H -3.06 -1.34 4.98
45 H -2.48 -0.56 6.45
46 O 3.50 1.10 -1.66
47 C 3.28 2.19 -2.44
48 C 4.43 2.85 -2.88
49 C 4.32 3.97 -3.68
50 C 3.07 4.46 -4.07
51 C 1.94 3.81 -3.65
52 C 2.02 2.66 -2.83
53 C 0.77 2.04 -2.45
54 O 0.82 0.86 -1.75
55 N -0.41 2.43 -2.75
56 N -1.36 1.53 -2.32
57 C -2.59 1.91 -2.68
58 S -2.83 3.41 -3.45
59 C -4.59 3.12 -3.83
60 C -5.17 2.22 -2.76
61 S -3.97 0.90 -2.46
62 H 2.65 0.75 -1.35
63 H 5.39 2.47 -2.57
64 H 5.22 4.47 -4.01
65 H 2.99 5.33 -4.69
66 H 0.96 4.17 -3.95
67 H -4.65 2.68 -4.82
68 H -5.08 4.10 -3.84
69 H -6.10 1.75 -3.09
70 H -5.35 2.75 -1.82
71 O -2.16 -1.57 -1.59
72 N -2.43 -2.45 -2.58
73 C -3.49 -3.27 -2.42
74 C -3.78 -4.16 -3.42
75 C -2.98 -4.17 -4.57
76 C -1.91 -3.32 -4.70
77 C -1.62 -2.43 -3.66
78 S -0.33 -1.29 -3.64
79 H -4.02 -3.17 -1.49
80 H -4.62 -4.83 -3.31
81 H -3.20 -4.87 -5.37
82 H -1.28 -3.32 -5.57

And the Löwdin charges, in e, turn out to be:
1 W 1.6493
2 C -0.0433
3 C -0.5487
4 C -0.0239
5 C -0.0097
6 C -0.0890
7 C 0.0499
8 C -0.0721
9 N -0.0760
10 C -0.1655
11 C 0.0969
12 C -0.1594
13 C 0.0864
14 C -0.0906
15 C 0.0561
16 C -0.0638
17 N -0.0609
18 C -0.5516
19 C -0.0183
20 C -0.0456
21 C -0.0160
22 H 0.1033
23 H 0.1006
24 H 0.0895
25 H 0.1035
26 H 0.0849
27 H 0.1022
28 H 0.1065
29 H 0.0966
30 H 0.0922
31 H 0.1364
32 H 0.1042
33 H 0.1181
34 H 0.1260
35 H 0.1249
36 H 0.0722
37 H 0.1006
38 H 0.0840
39 H 0.1050
40 H 0.0978
41 H 0.1037
42 H 0.0952
43 H 0.0855
44 H 0.0994
45 H 0.1058
46 O 0.0770
47 C -0.2314
48 C 0.0174
49 C -0.0153
50 C -0.0444
51 C -0.0071
52 C -0.0875
53 C -0.3101
54 O -0.2559
55 N 0.0597
56 N -0.2556
57 C -0.8811
58 S 1.1003
59 C -0.4471
60 C -0.4406
61 S 0.9874
62 H 0.0623
63 H 0.1334
64 H 0.1271
65 H 0.1206
66 H 0.1181
67 H 0.0984
68 H 0.1049
69 H 0.1019
70 H 0.0975
71 O -0.3165
72 N -0.1548
73 C 0.0356
74 C 0.0187
75 C 0.0210
76 C -0.0188
77 C -0.5684
78 S 0.8350
79 H 0.1581
80 H 0.1394
81 H 0.1422
82 H 0.1361